Computed, not measured: a structure of composition C32H24Cl2O4S2 in a non-equilibrium geometry, with the ωB97M-V functional and the def2-TZVPD basis.

Calculated values
* lowest unoccupied orbital energy: -0.484 eV
* calculated total energy: -88475.47322 eV
* HOMO: -8.829 eV
* total charge: 0

Element x y z (Å)
H (2.4063, 1.4370, 1.1799)
H (-1.7693, -0.4388, 6.7522)
C (1.4484, 3.1581, 1.9170)
H (1.8249, -5.8250, 1.6560)
C (2.7682, 2.6492, -2.8491)
C (-0.9253, 2.2498, 0.7678)
C (2.2229, -0.0841, -2.8370)
H (4.1579, -0.3441, -3.8015)
H (-2.7749, 1.0139, 2.8236)
C (-1.3628, 1.9586, -3.1410)
C (1.6912, -3.7532, 1.2142)
C (-1.4849, -0.7068, 2.8831)
C (-0.8261, -1.6318, 3.6998)
Cl (5.1696, 2.3189, -4.0480)
C (1.4407, 1.9502, 1.2443)
O (1.5742, -1.0370, 2.2587)
H (0.5998, -4.7816, -2.3678)
H (-3.0125, 1.1967, 5.2767)
H (-4.4940, -0.2586, -2.7292)
H (0.8590, 2.8814, -1.8952)
C (0.8960, -4.5136, -1.3548)
C (-2.4278, 0.0219, -2.2420)
S (-1.3332, -0.7603, 1.0607)
H (-2.3421, -0.9581, -1.7924)
C (1.5627, -5.1067, 0.8846)
C (-1.6977, -0.5227, 5.6645)
O (2.6531, -0.6125, 0.0565)
H (-1.8254, 1.9715, 0.2324)
C (-3.7574, 1.6560, -3.4062)
C (-0.9085, -1.5404, 5.0957)
H (-0.2054, -2.4059, 3.2508)
C (1.0446, -3.1653, -1.0426)
C (3.7210, 1.7436, -3.3203)
C (-0.9200, 3.4496, 1.4657)
H (2.9359, 3.7244, -2.9275)
C (-1.2632, 0.8029, -2.3226)
C (-2.3858, 0.3983, 4.8496)
S (1.4921, -1.0573, 0.8079)
O (-2.6202, -0.1917, 0.6986)
C (-2.5955, 2.4287, -3.6367)
O (-1.0622, -2.1542, 0.7124)
H (-0.3446, -2.2657, 5.6956)
H (0.2211, 4.7808, 2.6927)
C (1.3465, -2.7927, 0.2741)
C (3.4414, 0.3575, -3.3317)
C (-2.2746, 0.2919, 3.4586)
C (-3.6553, 0.4242, -2.7488)
C (1.2529, 0.8007, -2.3035)
Cl (-5.2665, 2.1359, -4.1224)
H (1.0917, -6.5395, -0.6569)
H (-2.6563, 3.3171, -4.3053)
H (0.9155, -2.4083, -1.8176)
C (0.1149, 0.0667, 0.1697)
H (0.0093, -0.9091, -1.9200)
C (1.1562, -5.4891, -0.3875)
C (0.2404, 1.4492, 0.6931)
H (2.3757, 3.4515, 2.4112)
H (-0.4664, 2.5028, -3.4375)
C (-0.0080, 0.2240, -1.7413)
H (2.0423, -3.4276, 2.1933)
C (1.5512, 2.1677, -2.3457)
H (-1.8882, 3.9720, 1.5533)
H (2.0582, -1.1594, -2.8254)
C (0.2678, 3.8890, 2.0635)



Computed, not measured: a structure of composition C32H24ClF5O5PdSSeTe in a non-equilibrium geometry, with the ωB97M-V functional and the def2-TZVPD basis.

Calculated values
* ΔE to the lowest compared entry with this formula, charge and spin: 1.7310 eV
* lowest unoccupied orbital energy: 3.565 eV
* calculated total energy: -156865.87201 eV
* HOMO: -2.800 eV
* total charge: -2

Element x y z (Å)
C (-2.8369, -1.7948, 1.1916)
H (-1.8634, -1.9051, 1.0448)
Se (1.0263, 4.9806, 1.7667)
H (-4.8227, 0.6566, 2.1791)
H (3.4709, 0.2084, 0.0085)
C (-3.9920, 4.7666, -0.5461)
C (0.0556, -2.7461, -1.9719)
C (3.3354, -3.8090, 1.0004)
C (-5.5142, -1.3126, 1.5301)
C (1.7385, 9.4773, 0.3658)
C (2.4799, -0.1676, 0.3588)
F (1.9639, 10.7908, 0.0192)
F (-0.2060, 10.0405, 1.6417)
C (-2.4021, 2.9194, -0.5299)
H (0.2753, -1.5140, 1.1196)
C (-3.9035, 3.2692, 1.3744)
C (0.2273, -5.2027, -2.1618)
C (-0.5301, -4.0039, -1.8927)
O (1.8166, 1.4401, -1.5917)
C (-2.8558, 4.2011, -1.0004)
F (-0.3929, 7.5802, 2.6003)
H (4.4134, -2.0818, 0.5000)
H (-5.9332, -3.3168, 1.0496)
C (1.3293, 6.7776, 1.1632)
C (-5.1101, -2.5608, 1.0648)
C (2.5489, 8.4905, -0.0834)
Te (-1.8306, 1.0314, 1.7492)
O (3.3788, -7.5792, -1.9188)
H (2.0927, -5.4181, 1.3585)
H (-5.4591, 4.7732, 0.9640)
O (4.9324, -9.3155, -2.4452)
C (2.2875, 7.1637, 0.2551)
H (-2.3199, 4.5840, -1.8497)
C (0.9963, -3.5638, 1.3388)
C (2.1357, -4.3876, 1.2945)
C (2.1842, -1.2604, -2.1296)
H (-6.5622, -1.0569, 1.8373)
H (2.2293, 0.6199, 1.1403)
C (1.5679, -4.9947, -2.4044)
C (-4.5968, 4.2424, 0.6048)
C (-3.7784, -2.8630, 1.0593)
C (0.7270, 9.1564, 1.2766)
H (-1.6067, -4.2270, -1.6793)
Pd (-1.1670, 4.1020, 0.8588)
C (-2.8179, 2.5443, 0.7574)
O (2.8777, -9.7771, -1.4308)
H (3.2615, -3.6882, -2.3608)
C (3.4951, -2.4478, 0.8532)
H (2.1497, -5.8797, -2.4569)
C (-3.2984, -0.5787, 1.6618)
O (4.5923, -8.7576, -0.2048)
Cl (3.9538, -8.8394, -1.4840)
H (-0.5844, -1.8871, -1.8141)
C (2.3443, -1.6443, 0.8239)
C (2.1823, -3.7816, -2.3039)
C (1.4500, -2.6175, -2.0806)
C (1.1366, -2.2052, 1.1531)
H (0.0979, -4.0222, 1.6165)
H (-1.6164, 2.3736, -1.2562)
H (-4.5454, 5.7108, -1.1518)
C (0.5723, 7.8271, 1.7002)
H (3.2583, -1.4078, -1.8498)
F (2.9902, 6.2011, -0.4239)
F (3.5024, 8.8190, -0.9301)
H (-0.2351, -6.1265, -2.3814)
H (4.3200, -4.3607, 0.9846)
H (-4.1223, 3.1611, 2.4913)
C (-4.6303, -0.3503, 1.9685)
H (-3.3691, -3.7954, 0.7469)
H (2.0384, -0.7681, -3.0716)
S (1.4669, 0.1080, -1.0676)



Computed, not measured: a structure of composition C32H24IN3O4PdS, with the ωB97M-V functional and the def2-TZVPD basis.

Calculated values
* ΔE to the lowest compared entry with this formula, charge and spin: 0.8896 eV
* 2S+1: 5
* <S²>: 6.041
* lowest unoccupied orbital energy (alpha / beta): 0.178 / -2.541 eV
* calculated total energy: -68647.14447 eV
* HOMO (alpha / beta): -8.420 / -8.359 eV
* total charge: 0

Element x y z (Å)
C (-0.4635, 1.0293, -4.9694)
O (1.9124, 1.9617, 1.4424)
H (-1.8040, 1.2971, 3.5259)
H (3.3013, 0.2569, 1.9579)
C (-0.2680, 3.0701, 5.9633)
H (-2.3413, 2.2277, -8.1394)
H (4.9977, -1.4279, 2.5636)
C (3.6802, -2.5419, 3.8343)
C (-0.7759, -0.0036, 0.9977)
O (-1.7000, -0.4841, 0.2956)
H (2.0309, -1.9473, -5.1861)
H (2.3515, 1.4961, 4.5126)
I (-1.2542, 3.2520, -3.1711)
H (-1.1757, -4.3840, -0.9432)
H (0.4249, -5.1759, 0.8206)
C (-1.0033, 1.6708, 4.1508)
H (-5.5930, 1.0912, -0.4997)
H (0.7551, -1.2749, -7.1755)
Pd (-1.2679, 0.7269, -1.5049)
C (0.3050, 1.2693, 3.9131)
C (1.0428, 2.6837, 5.7197)
C (3.9975, -1.5073, 2.9690)
H (2.6359, -1.5582, 0.1960)
C (-1.9290, 2.6257, -6.0572)
C (-0.3195, -3.7944, -0.6505)
H (-2.3120, 2.8658, 5.3496)
H (2.1395, -3.4131, 5.0528)
C (0.6176, -0.7537, -6.2371)
C (1.4489, -1.6734, 4.0160)
H (2.3435, -3.6839, 1.4371)
C (0.6414, 0.3343, 2.7596)
N (0.9425, -1.7647, -0.9275)
C (-0.9989, 0.7921, -7.3328)
H (1.6442, -0.7869, -2.9877)
C (1.3255, -1.1284, -5.1299)
C (-0.1204, -2.5349, -1.2199)
N (-0.5184, -0.3813, 2.2637)
H (-2.5330, 3.5217, -6.0268)
H (-5.1083, 2.7514, -0.0668)
C (-1.2656, 2.1935, -4.9508)
S (-1.3301, -1.8594, -2.2573)
C (1.7525, -0.6423, 3.1290)
C (-5.0572, 1.9804, -0.8309)
C (-1.8041, 1.8911, -7.2630)
H (-1.0620, -1.0630, 2.7603)
H (1.8475, 3.0810, 6.3237)
H (-0.8842, 0.2543, -8.2651)
C (-0.2875, 0.3378, -6.1930)
C (3.0419, -0.5585, 2.6194)
C (0.2232, 0.5312, -3.8592)
N (0.0688, 0.9143, 0.5112)
C (0.9791, 1.1972, 1.4877)
H (-0.4907, 3.7663, 6.7605)
C (1.1272, -0.4690, -3.8845)
C (-3.6316, 1.6142, -1.1178)
H (0.4579, -1.7299, 4.4526)
H (-5.5306, 2.3283, -1.7485)
H (4.4271, -3.2756, 4.1068)
C (0.5703, -4.2242, 0.3278)
C (1.3275, 1.7891, 4.7015)
C (1.6360, -3.4099, 0.6635)
C (1.7946, -2.2030, -0.0213)
O (-2.6853, 2.1564, -0.4867)
O (-3.3850, 0.7521, -2.0192)
C (2.3965, -2.6197, 4.3632)
C (-1.2882, 2.5629, 5.1744)



Q: Which value of total charge does entry 2 give?
A: -2



Q: Among the records above, which one has the lowest total charge?
A: C32H24ClF5O5PdSSeTe



Q: The lowest total charge belongs to which entry?
A: C32H24ClF5O5PdSSeTe



What did the third record say?
Computed, not measured: a structure of composition C32H24IN3O4PdS, with the ωB97M-V functional and the def2-TZVPD basis.

Calculated values
* ΔE to the lowest compared entry with this formula, charge and spin: 0.8896 eV
* 2S+1: 5
* <S²>: 6.041
* lowest unoccupied orbital energy (alpha / beta): 0.178 / -2.541 eV
* calculated total energy: -68647.14447 eV
* HOMO (alpha / beta): -8.420 / -8.359 eV
* total charge: 0

Element x y z (Å)
C (-0.4635, 1.0293, -4.9694)
O (1.9124, 1.9617, 1.4424)
H (-1.8040, 1.2971, 3.5259)
H (3.3013, 0.2569, 1.9579)
C (-0.2680, 3.0701, 5.9633)
H (-2.3413, 2.2277, -8.1394)
H (4.9977, -1.4279, 2.5636)
C (3.6802, -2.5419, 3.8343)
C (-0.7759, -0.0036, 0.9977)
O (-1.7000, -0.4841, 0.2956)
H (2.0309, -1.9473, -5.1861)
H (2.3515, 1.4961, 4.5126)
I (-1.2542, 3.2520, -3.1711)
H (-1.1757, -4.3840, -0.9432)
H (0.4249, -5.1759, 0.8206)
C (-1.0033, 1.6708, 4.1508)
H (-5.5930, 1.0912, -0.4997)
H (0.7551, -1.2749, -7.1755)
Pd (-1.2679, 0.7269, -1.5049)
C (0.3050, 1.2693, 3.9131)
C (1.0428, 2.6837, 5.7197)
C (3.9975, -1.5073, 2.9690)
H (2.6359, -1.5582, 0.1960)
C (-1.9290, 2.6257, -6.0572)
C (-0.3195, -3.7944, -0.6505)
H (-2.3120, 2.8658, 5.3496)
H (2.1395, -3.4131, 5.0528)
C (0.6176, -0.7537, -6.2371)
C (1.4489, -1.6734, 4.0160)
H (2.3435, -3.6839, 1.4371)
C (0.6414, 0.3343, 2.7596)
N (0.9425, -1.7647, -0.9275)
C (-0.9989, 0.7921, -7.3328)
H (1.6442, -0.7869, -2.9877)
C (1.3255, -1.1284, -5.1299)
C (-0.1204, -2.5349, -1.2199)
N (-0.5184, -0.3813, 2.2637)
H (-2.5330, 3.5217, -6.0268)
H (-5.1083, 2.7514, -0.0668)
C (-1.2656, 2.1935, -4.9508)
S (-1.3301, -1.8594, -2.2573)
C (1.7525, -0.6423, 3.1290)
C (-5.0572, 1.9804, -0.8309)
C (-1.8041, 1.8911, -7.2630)
H (-1.0620, -1.0630, 2.7603)
H (1.8475, 3.0810, 6.3237)
H (-0.8842, 0.2543, -8.2651)
C (-0.2875, 0.3378, -6.1930)
C (3.0419, -0.5585, 2.6194)
C (0.2232, 0.5312, -3.8592)
N (0.0688, 0.9143, 0.5112)
C (0.9791, 1.1972, 1.4877)
H (-0.4907, 3.7663, 6.7605)
C (1.1272, -0.4690, -3.8845)
C (-3.6316, 1.6142, -1.1178)
H (0.4579, -1.7299, 4.4526)
H (-5.5306, 2.3283, -1.7485)
H (4.4271, -3.2756, 4.1068)
C (0.5703, -4.2242, 0.3278)
C (1.3275, 1.7891, 4.7015)
C (1.6360, -3.4099, 0.6635)
C (1.7946, -2.2030, -0.0213)
O (-2.6853, 2.1564, -0.4867)
O (-3.3850, 0.7521, -2.0192)
C (2.3965, -2.6197, 4.3632)
C (-1.2882, 2.5629, 5.1744)